ORCA calculation (wB97M-V/def2-TZVPD) on a structure of composition C40H82AlCl32N2O4 at a distorted geometry.

The geometry in XYZ format:
```
161
Properties=species:S:1:pos:R:3
C 0.52 -6.15 0.27
C 1.82 -5.42 0.68
N 1.71 -4.76 1.98
Al 1.80 -2.90 1.87
C 0.54 -2.11 0.47
C -0.89 -2.31 0.93
O -1.92 -2.12 -0.11
C -2.15 -3.17 -0.92
O -2.54 -4.24 -0.50
C -1.95 -2.90 -2.39
C -0.53 -3.29 -2.86
C 1.21 -2.03 3.64
O 2.37 -1.44 4.31
N 2.26 -1.28 5.66
O 1.16 -1.10 6.06
H 0.45 -6.34 -0.80
H 0.46 -7.11 0.80
H -0.35 -5.55 0.58
H 2.12 -4.73 -0.12
H 2.60 -6.20 0.72
H 0.89 -5.11 2.46
H 3.32 -2.43 1.53
H 0.74 -1.04 0.41
H 0.73 -2.53 -0.52
H -1.12 -1.53 1.66
H -1.07 -3.27 1.43
H -2.13 -1.84 -2.59
H -2.70 -3.48 -2.93
H 0.14 -2.43 -2.77
H -0.54 -3.61 -3.90
H -0.11 -4.08 -2.22
H 0.51 -1.22 3.42
H 0.72 -2.75 4.29
Cl 3.07 -2.55 -1.88
C 4.16 -2.52 -3.29
C 3.66 -1.64 -4.40
Cl 2.20 -2.30 -5.21
H 4.30 -3.54 -3.63
H 5.11 -2.13 -2.94
H 4.43 -1.56 -5.16
H 3.41 -0.64 -4.04
Cl 0.66 0.99 -0.76
C -1.07 1.33 -1.00
C -1.49 2.65 -0.40
Cl -1.40 2.60 1.39
H -1.62 0.50 -0.56
H -1.25 1.34 -2.07
H -2.52 2.85 -0.66
H -0.87 3.47 -0.74
Cl -2.97 3.26 -3.47
C -4.73 3.49 -3.35
C -5.10 4.73 -2.58
Cl -4.67 4.58 -0.85
H -5.14 2.60 -2.89
H -5.12 3.56 -4.36
H -6.17 4.89 -2.63
H -4.59 5.61 -2.97
Cl -6.14 8.14 -0.25
C -5.39 7.48 1.22
C -6.08 7.94 2.48
Cl -5.83 9.68 2.80
H -4.34 7.75 1.22
H -5.46 6.40 1.14
H -5.68 7.40 3.34
H -7.15 7.76 2.43
Cl 4.34 0.84 -1.71
C 4.76 2.42 -1.01
C 3.53 3.21 -0.63
Cl 2.60 3.75 -2.06
H 5.37 2.96 -1.73
H 5.36 2.23 -0.12
H 3.82 4.11 -0.09
H 2.86 2.62 -0.01
Cl 3.64 -6.45 -2.82
C 2.62 -7.79 -3.37
C 2.81 -8.10 -4.83
Cl 2.19 -6.80 -5.89
H 1.58 -7.53 -3.14
H 2.90 -8.66 -2.78
H 2.26 -9.00 -5.09
H 3.86 -8.24 -5.07
Cl 8.74 -3.78 -7.86
C 7.08 -3.21 -8.22
C 6.84 -1.80 -7.76
Cl 6.82 -1.66 -5.98
H 6.39 -3.90 -7.75
H 6.96 -3.27 -9.30
H 5.86 -1.47 -8.11
H 7.60 -1.11 -8.14
Cl -9.59 1.75 -0.31
C -8.25 0.82 -1.03
C -7.23 1.70 -1.70
Cl -7.89 2.46 -3.19
H -8.68 0.10 -1.73
H -7.78 0.27 -0.22
H -6.38 1.09 -2.01
H -6.88 2.49 -1.05
Cl 0.08 7.29 5.21
C -1.01 5.93 4.85
C -1.20 5.72 3.37
Cl -2.12 7.05 2.62
H -1.96 6.12 5.35
H -0.56 5.04 5.29
H -1.76 4.80 3.20
H -0.25 5.64 2.85
Cl 7.51 -1.14 -1.81
C 7.53 -1.72 -0.12
C 6.67 -0.88 0.79
Cl 7.35 0.75 1.04
H 8.57 -1.73 0.22
H 7.15 -2.74 -0.13
H 6.60 -1.35 1.77
H 5.66 -0.77 0.39
Cl -1.95 -3.45 4.70
C -2.02 -2.62 6.27
C -1.12 -3.26 7.29
Cl -1.71 -4.87 7.79
H -3.05 -2.60 6.60
H -1.68 -1.60 6.10
H -1.09 -2.65 8.19
H -0.11 -3.38 6.91
Cl -7.21 4.92 2.44
C -8.77 4.12 2.78
C -9.86 4.67 1.91
Cl -10.26 6.37 2.32
H -8.98 4.26 3.83
H -8.63 3.06 2.58
H -10.77 4.09 2.05
H -9.59 4.64 0.86
Cl 4.86 -8.45 -0.56
C 6.11 -8.04 0.64
C 5.62 -7.16 1.76
Cl 5.16 -5.53 1.23
H 6.92 -7.56 0.09
H 6.48 -8.97 1.06
H 6.43 -7.06 2.48
H 4.75 -7.58 2.26
Cl 9.98 0.21 -7.36
C 11.22 -1.08 -7.42
C 12.58 -0.54 -7.78
Cl 12.66 0.02 -9.47
H 10.88 -1.83 -8.12
H 11.25 -1.52 -6.42
H 13.32 -1.33 -7.67
H 12.86 0.29 -7.14
Cl -5.13 8.31 8.00
C -5.24 9.67 6.84
C -6.26 10.69 7.26
Cl -7.93 10.07 7.16
H -5.48 9.25 5.86
H -4.26 10.13 6.79
H -6.20 11.55 6.59
H -6.09 11.03 8.28
Cl -7.80 0.62 4.39
C -6.44 -0.28 3.66
C -5.45 0.62 2.99
Cl -6.11 1.40 1.52
H -6.86 -1.00 2.96
H -5.95 -0.82 4.47
H -4.58 0.04 2.67
H -5.11 1.42 3.65
```

Values from the calculation:
* frontier orbital gap: 6.35 eV
* spin multiplicity: 1
* LUMO level: 0.0575 Eh
* total charge: -1
* HOMO: -4.79 eV